Molecular formula: H15O7S
Method: DFT, ωB97M-V with the def2-TZVPD basis set

Results
Energy above the lowest of the compared OMol25 structures with the same formula, charge and spin in kJ/mol: 58.3
LUMO level in Eh: 0.121
E in a.u.: -933.94491
Net charge: -1
Molecular weight in u: 159.18
HOMO-LUMO gap in eV: 8.15

Each line ends with the Löwdin charge.
Atoms and positions in Å:
S -2.8243 -0.9572 -0.1032  0.19
H -3.5745 -1.5602 0.8149  -0.34
H -1.2131 -1.6025 0.1993  -0.19
H -0.5514 -2.8699 -0.3142  -0.02
O -0.3121 -2.1643 0.1934  -0.20
H 0.4055 -1.2731 1.6999  0.03
H 0.2115 0.1525 1.8885  0.00
O 0.8207 -0.4902 2.0787  0.01
H 1.9099 -0.0981 1.0548  -0.04
H 2.1434 1.1580 0.2675  0.01
O 2.5386 0.2576 0.3987  -0.11
H 0.6715 1.8245 -0.9810  0.00
H 0.1624 2.3738 0.3376  -0.01
O 0.9364 2.2579 -0.1723  -0.04
H 0.9753 0.1310 -2.3814  0.03
H -0.5751 0.5131 -2.1357  0.00
O 0.2378 0.8055 -2.4860  -0.08
H -2.4291 1.4834 0.3292  -0.05
H -2.1748 1.7009 1.8650  0.08
O -1.8275 1.9921 0.9454  -0.17
H 0.8723 -1.6005 -0.9997  -0.01
H 2.0494 -0.7764 -0.8991  0.01
O 1.5471 -1.2579 -1.6005  -0.11

Atoms 1-2, force components in eV/Å:
-0.91 0.77 -0.44
-0.10 -0.09 0.23